Entry 1:
Molecular formula: C47H58AsN10O2PtS2Se
Method: DFT, ωB97M-V with the def2-TZVPD basis set

Last column: Mulliken charge in e.
Element x y z (Å)
Pt1 -0.19468 -0.13172 1.38062  0.88
C1 -1.29012 0.06043 5.31375  -0.61
N1 -1.36412 1.50355 5.14769  0.21
C2 -1.23667 2.41515 6.17525  -0.42
C3 -1.46659 3.63610 5.65405  -0.46
N2 -1.71856 3.45842 4.31107  0.23
C4 -2.00937 4.52670 3.36530  -0.73
C5 -1.65027 2.14520 4.00391  -0.15
Se1 -1.99315 1.56089 2.25436  -0.04
H1 -1.09933 -0.14983 6.36262  0.30
H2 -0.48334 -0.34258 4.71048  -0.02
H3 -2.24059 -0.38723 5.02359  0.33
H4 -0.99861 2.10774 7.17689  0.46
H5 -1.46886 4.60898 6.11040  0.47
H6 -1.88496 5.47561 3.87931  0.32
H7 -3.02834 4.43857 2.99352  0.33
H8 -1.32291 4.46692 2.52308  0.22
C6 -3.47270 1.26689 -2.91661  -0.91
N3 -3.16399 2.68354 -2.96404  0.32
C7 -3.19551 3.32520 -4.26362  -0.51
C8 -3.35298 4.82174 -4.09894  -0.76
C9 -2.24255 5.33633 -3.20885  -0.65
N4 -2.16713 4.56458 -1.98214  0.26
C10 -1.42261 5.16116 -0.89509  -0.89
C11 -2.54512 3.24908 -1.87681  0.30
O1 -2.34256 2.60321 -0.84950  -0.57
H9 -4.36124 1.07865 -3.52075  0.51
H10 -3.66444 0.97122 -1.89105  0.11
H11 -2.65354 0.64711 -3.29869  0.24
H12 -4.03314 2.90851 -4.82509  0.38
H13 -2.28300 3.10189 -4.83599  0.23
H14 -4.32217 5.03595 -3.64425  0.30
H15 -3.31515 5.31824 -5.06849  0.38
H16 -2.41846 6.38062 -2.94119  0.34
H17 -1.28214 5.30141 -3.74106  0.31
H18 -1.83593 6.14467 -0.65850  0.43
H19 -0.36513 5.28435 -1.15227  0.37
H20 -1.49623 4.51396 -0.02736  -0.04
O2 2.10768 1.92118 4.17057  -0.69
C12 1.67873 1.07335 3.47266  0.70
N5 1.28822 0.17546 2.78234  -0.62
N6 -1.98223 -5.80040 5.23619  -0.32
C13 -2.73213 -4.69945 5.06291  -0.19
S1 -4.17292 -4.45679 5.80345  -0.31
C14 -2.12642 -3.66345 4.17287  0.78
C15 -2.93233 -2.87224 3.36415  -1.14
C16 -2.35735 -1.89975 2.57543  -0.41
N7 -1.03671 -1.67120 2.57267  1.32
C17 -0.25580 -2.41541 3.35576  -0.29
C18 -0.75709 -3.42527 4.15547  -1.24
H21 -2.34624 -6.54345 5.81014  0.23
H22 -1.19499 -5.99985 4.64255  0.20
H23 -4.00387 -3.01174 3.36177  0.48
H24 -2.95114 -1.26612 1.93275  0.49
H25 0.79325 -2.16048 3.35452  0.20
H26 -0.07319 -3.97207 4.79071  0.50
C19 -0.32922 -2.58932 -5.95153  -1.58
C20 0.10241 -2.07200 -4.60861  0.22
C21 0.70080 -2.90116 -3.67423  -0.82
C22 1.10567 -2.43202 -2.42801  -0.33
C23 1.79792 -3.40606 -1.50926  -2.00
C24 0.88026 -1.08553 -2.11702  1.12
As1 1.44136 -0.53067 -0.35420  0.63
N8 0.85563 1.10728 0.06139  1.18
C25 1.59668 2.20908 0.55633  -0.12
C26 0.87733 3.30724 1.02726  1.23
C27 1.53512 4.44832 1.45231  -0.80
C28 2.92013 4.52679 1.40529  -0.99
C29 3.63869 3.44398 0.92713  -1.09
C30 2.98670 2.29198 0.50813  -0.61
C31 3.31020 -1.01538 -0.20620  1.01
C32 3.76133 -1.92108 0.75654  -0.20
C33 2.87348 -2.55318 1.79070  -1.07
C34 5.10465 -2.28410 0.74556  -0.99
C35 5.99873 -1.78346 -0.18748  0.53
C36 7.44342 -2.19184 -0.18207  -1.65
C37 5.51445 -0.90417 -1.15055  -1.04
C38 4.18391 -0.51737 -1.18857  1.18
C39 3.75425 0.41396 -2.29316  -1.37
C40 0.29417 -0.20705 -3.04718  1.11
C41 0.06387 1.26108 -2.81491  -0.82
C42 -0.07894 -0.73463 -4.27645  -0.67
H27 -0.16192 -3.66197 -6.03775  0.39
H28 0.22338 -2.09529 -6.75216  0.42
H29 -1.38889 -2.39268 -6.12334  0.38
H30 0.86387 -3.94664 -3.91276  0.34
H31 1.50487 -4.42310 -1.76778  0.59
H32 1.54179 -3.25278 -0.46062  -0.07
H33 2.88339 -3.33415 -1.60607  0.45
H34 -0.20135 3.25403 1.04375  -0.25
H35 0.95718 5.28899 1.81791  0.41
H36 3.43132 5.41955 1.73933  0.40
H37 4.71963 3.48374 0.88725  0.46
H38 3.57666 1.45377 0.17185  0.38
H39 1.85722 -2.70353 1.42391  -0.35
H40 2.81176 -1.91188 2.67056  0.42
H41 3.27892 -3.52095 2.08468  0.60
H42 5.45496 -2.98652 1.49357  0.42
H43 7.70287 -2.72318 0.73186  0.38
H44 8.09462 -1.32206 -0.27026  0.39
H45 7.66081 -2.84805 -1.02683  0.31
H46 6.19329 -0.50334 -1.89513  0.52
H47 4.60221 1.00858 -2.63033  0.57
H48 2.97151 1.11034 -1.99114  -0.06
H49 3.37741 -0.15212 -3.14759  0.36
H50 -0.60538 1.44192 -1.97651  -0.18
H51 -0.36723 1.70659 -3.71259  0.34
H52 0.99582 1.78773 -2.59895  0.11
H53 -0.53301 -0.06808 -5.00205  0.46
C43 -3.34565 -3.78991 -3.57135  -1.18
C44 -2.55700 -3.57814 -2.31810  0.88
C45 -1.89625 -4.62201 -1.66657  -1.05
C46 -1.17910 -4.29458 -0.53931  -0.60
N9 -1.09043 -3.04815 -0.06605  0.16
C47 -1.76713 -2.12818 -0.74806  0.47
S2 -1.78640 -0.42821 -0.28959  -0.55
N10 -2.49738 -2.33976 -1.84733  -0.36
H54 -3.36722 -4.83751 -3.86486  0.37
H55 -2.90406 -3.20191 -4.37732  0.12
H56 -4.36601 -3.43301 -3.43232  0.34
H57 -1.94612 -5.63820 -2.03069  0.40
H58 -0.63528 -5.05349 0.01501  0.56

Output
total charge: +1
E: -219776.630 eV
energy above the lowest of the compared OMol25 structures with the same formula, charge and spin: 0.0 kcal per mole
LUMO: -0.116 Eh
HOMO-LUMO gap: 6.72 eV



Entry 2:
Molecular formula: C9H11Cl3
Method: DFT, ωB97M-V with the def2-TZVPD basis set

Last column: Mulliken charge in e.
Element x y z (Å)
C1 0.62993 0.57201 1.94131  -1.39
C2 0.83287 0.51116 0.47917  -0.13
C3 0.39633 1.92550 0.01484  -1.09
C4 -0.85713 2.11965 -0.43469  -0.29
C5 -1.81767 1.04374 -0.61443  -0.55
C6 -1.40726 -0.26476 -0.57874  -0.57
C7 0.05648 -0.54799 -0.36851  0.96
C8 0.71312 -0.77495 -1.77450  -1.73
C9 0.13636 -2.00554 0.40609  0.47
Cl1 1.76101 -2.42335 0.99547  -0.11
Cl2 -1.01670 -1.92072 1.70972  -0.08
Cl3 -0.40754 -3.29322 -0.65974  -0.14
H1 -0.39634 0.93550 2.25840  0.23
H2 1.40445 1.26835 2.37958  0.42
H3 0.76159 -0.45424 2.31851  0.42
H4 1.82313 0.30255 0.28928  0.56
H5 1.11348 2.54725 0.33103  0.61
H6 -1.33014 3.09595 -0.60550  0.37
H7 -2.85286 1.15468 -0.88016  0.45
H8 -2.06243 -1.14452 -0.85317  0.31
H9 1.76115 -0.86871 -1.73925  0.37
H10 0.47931 -0.01454 -2.37921  0.55
H11 0.27886 -1.76382 -2.23549  0.37

Output
SMILES: C[C@@H]1C=CC=C[C@]1(C)C(Cl)(Cl)Cl
total charge: 0
E: -47076.594 eV
energy above the lowest of the compared OMol25 structures with the same formula, charge and spin: 0.0 kcal per mole
LUMO: 0.019 Eh
HOMO-LUMO gap: 9.04 eV



Entry 3:
Molecular formula: C8H26O5
Method: DFT, ωB97M-V with the def2-TZVPD basis set

Last column: Mulliken charge in e.
Element x y z (Å)
C1 0.36921 2.78328 -0.61067  -1.00
C2 0.04770 2.17516 0.75504  0.08
O1 -0.25431 3.21578 1.70560  -0.54
H1 -0.19875 3.63320 -0.98903  0.36
H2 0.27834 2.02573 -1.38910  0.14
H3 1.43625 2.94553 -0.76298  0.34
H4 0.93735 1.66127 1.11909  0.25
H5 -0.71084 1.40227 0.63124  0.16
H6 0.50624 3.75197 1.94153  0.27
C3 -0.72699 -2.15041 0.81769  -0.47
C4 -0.51574 -1.81667 -0.68754  -0.21
O2 0.64047 -1.10769 -0.70216  -0.52
H7 -0.90051 -1.30213 1.47982  -0.14
H8 0.16177 -2.57141 1.28775  0.16
H9 -1.59382 -2.80541 0.90535  0.38
H10 -1.29293 -1.18327 -1.11518  0.30
H11 -0.49020 -2.72216 -1.29380  0.31
H12 0.56263 -0.28824 -1.19616  0.24
C5 1.79112 2.11971 -5.14108  -0.94
C6 0.64404 1.21473 -5.02898  -0.34
O3 0.78870 0.60369 -3.79757  -0.40
H13 1.90517 2.63032 -4.18485  0.20
H14 1.68776 2.75852 -6.01821  0.36
H15 2.76143 1.66791 -5.34716  0.28
H16 0.50819 0.40634 -5.74742  0.36
H17 -0.30498 1.74744 -5.08943  0.22
H18 1.06757 -0.28350 -4.03578  0.28
C7 -1.70260 1.12653 3.81548  -0.34
O4 -2.29046 2.39352 3.54238  -0.56
H19 -1.69323 0.50627 2.91923  -0.04
H20 -0.70854 1.38317 4.18165  0.23
H21 -2.16877 0.69625 4.70186  0.30
H22 -1.88562 2.77150 2.75827  0.32
C8 0.54325 -4.87446 3.37629  -0.59
O5 -0.70114 -4.61568 3.92913  -0.49
H23 0.68512 -4.73761 2.30426  0.23
H24 1.28642 -4.23821 3.85690  0.24
H25 0.87570 -5.85169 3.72641  0.30
H26 -1.34502 -5.07155 3.38213  0.30

Output
SMILES: CCO.CCO.CCO.CO.CO
total charge: 0
E: -18952.082 eV
energy above the lowest of the compared OMol25 structures with the same formula, charge and spin: 59.1 kcal per mole
LUMO: 0.021 Eh
HOMO-LUMO gap: 10.10 eV



Entry 4:
Molecular formula: C18H28O3
Method: DFT, ωB97M-V with the def2-TZVPD basis set

Last column: Mulliken charge in e.
Element x y z (Å)
C1 -1.19798 4.03709 -1.33527  -1.41
C2 -1.07895 2.75670 -2.20855  -0.49
C3 0.32066 2.72422 -2.94429  -0.91
C4 0.55514 1.64393 -3.84661  -0.64
C5 1.25361 0.66140 -3.17640  -0.93
C6 0.85426 0.13955 -1.94190  -1.88
C7 1.75045 -0.90739 -1.30570  -1.12
C8 0.94965 -1.61594 -0.11487  -0.25
C9 1.67847 -2.77592 0.52271  -1.19
C10 1.23534 -2.98544 2.09843  -0.33
C11 -0.04180 -3.59872 2.04141  -2.04
C12 -1.25845 -2.57954 1.55687  0.19
O1 -2.24207 -2.80778 0.92593  -0.64
C13 -1.18407 -1.22460 2.25757  1.12
C14 -0.86600 -0.83570 3.47649  0.70
C15 -0.61256 0.64228 3.91668  -0.53
C16 -1.19921 1.63768 3.17588  -1.17
C17 -1.65399 1.28778 1.85869  -0.42
C18 -1.80280 -0.30269 1.45768  -0.28
O2 -2.25806 -0.37169 0.27702  -0.51
H1 -2.54277 -1.38783 0.11869  0.51
H2 -1.88405 2.01172 1.08497  0.40
H3 -0.97827 2.50064 3.32348  0.65
H4 -0.13865 0.85542 4.88011  0.25
O3 -0.45038 -1.98708 4.21480  -0.56
H5 -0.08777 -1.43746 5.27834  0.40
H6 -0.39557 -4.28137 1.66414  1.25
H7 -0.30810 -3.89295 3.16166  0.30
H8 1.47001 -1.95281 2.61310  0.20
H9 1.95421 -3.70852 2.57887  0.40
H10 1.59232 -3.75578 -0.04442  0.34
H11 2.69931 -2.57420 0.57153  0.46
H12 1.07755 -0.75890 0.66816  0.04
H13 -0.08439 -1.73242 -0.21415  0.84
H14 1.68207 -1.88572 -2.04966  0.25
H15 2.83403 -0.93504 -1.21941  0.47
H16 0.61083 0.72096 -1.25140  1.34
H17 0.08489 -0.25135 -2.09696  1.26
H18 2.48543 1.04150 -2.99559  0.24
H19 1.82631 -0.18345 -4.04457  0.11
H20 -0.25951 1.27416 -4.03334  0.65
H21 1.36106 2.10737 -4.86062  0.17
H22 1.10326 3.09297 -2.31444  0.46
H23 0.29310 3.93205 -3.60566  0.31
H24 -1.17218 1.90926 -1.90089  0.57
H25 -1.89746 2.78785 -2.94900  0.30
H26 -2.28297 4.04343 -0.82235  0.28
H27 -0.57963 4.07657 -0.42778  0.33
H28 -1.21433 4.84575 -2.01935  0.49

Output
total charge: 0
E: -25245.734 eV
energy above the lowest of the compared OMol25 structures with the same formula, charge and spin: 416.8 kcal per mole
LUMO: 0.010 Eh
HOMO-LUMO gap: 7.81 eV



E_HOMO per entry: -9.869 -8.523 -9.513 -7.535 eV